No. 1
C20H22ClN3OS | the ωB97M-V functional and the def2-TZVPD basis

Values from the calculation:
SMILES: CN1CCN(CCC(=O)N2c3ccccc3Sc3ccc(Cl)cc32)CC1
Energy relative to the best compared isomer or geometry (same formula, charge and spin): 27.7 kcal per mole

Cartesian coordinates (Å):
1 C 6.48854 2.09040 3.08519
2 N 5.27253 1.33964 2.87054
3 C 5.54467 -0.04341 2.53284
4 C 4.23528 -0.81563 2.41278
5 N 3.42286 -0.22407 1.36749
6 C 2.22060 -0.98172 1.08908
7 C 1.68009 -0.66174 -0.32263
8 C 0.43758 0.20058 -0.28911
9 O 0.47834 1.39138 -0.07136
10 N -0.75754 -0.42519 -0.56881
11 C -0.92723 -1.80882 -0.79980
12 C -0.52642 -2.74866 0.14348
13 C -0.67955 -4.10020 -0.10658
14 C -1.25854 -4.52955 -1.29018
15 C -1.71395 -3.60398 -2.20990
16 C -1.55846 -2.24783 -1.96243
17 S -2.18848 -1.06973 -3.12408
18 C -2.65381 0.18165 -1.96164
19 C -3.76093 0.97564 -2.22005
20 C -4.13500 1.95885 -1.32448
21 C -3.40486 2.12415 -0.15710
22 Cl -3.87505 3.33362 0.97753
23 C -2.30271 1.33103 0.11885
24 C -1.91069 0.36650 -0.79771
25 C 3.13984 1.15843 1.71500
26 C 4.44524 1.93213 1.83554
27 H 7.05258 1.63161 3.89650
28 H 7.13017 2.12976 2.18986
29 H 6.23081 3.10890 3.37211
30 H 6.15579 -0.48377 3.32490
31 H 6.09458 -0.12523 1.57747
32 H 4.45174 -1.85471 2.15016
33 H 3.71924 -0.79719 3.38930
34 H 2.47989 -2.04278 1.13167
35 H 1.44125 -0.79195 1.85026
36 H 1.49949 -1.57924 -0.88005
37 H 2.45114 -0.08728 -0.83881
38 H -0.08625 -2.41062 1.06756
39 H -0.34945 -4.81836 0.62792
40 H -1.37253 -5.58375 -1.48890
41 H -2.19085 -3.91754 -3.12527
42 H -4.31687 0.82383 -3.13188
43 H -4.98720 2.58735 -1.52607
44 H -1.73296 1.47962 1.02064
45 H 2.51507 1.60463 0.94130
46 H 2.60023 1.21720 2.67696
47 H 4.23033 2.96714 2.11034
48 H 4.96020 1.92707 0.85804

No. 2
C4H11NO3 | the ωB97M-V functional and the def2-TZVPD basis

Values from the calculation:
Energy relative to the best compared isomer or geometry (same formula, charge and spin): 239.9 kcal per mole

Cartesian coordinates (Å):
1 C 1.61091 -0.00846 -0.71324
2 C 0.49762 0.92685 -0.30834
3 C -0.53839 -0.16106 -0.21741
4 C -1.89999 0.54089 -0.04750
5 H 1.44558 -1.70326 0.56844
6 H 3.35306 -0.72964 0.76799
7 H 2.42468 0.52987 -1.00020
8 H 0.88175 -0.61586 -1.50858
9 H 0.51697 1.45905 -1.32511
10 H 0.80701 1.17463 1.44663
11 H -0.61980 -1.00221 -0.93714
12 H -0.96263 -1.91405 0.93139
13 H -1.99395 0.98369 1.08826
14 H -1.87666 1.30014 -1.07542
15 H -3.57987 0.00430 0.40123
16 N 2.30197 -1.25245 0.09345
17 O 0.73615 1.87067 0.77934
18 O -0.19652 -0.74907 1.21520
19 O -2.90789 -0.65404 -0.15899

No. 3
C5H11BrO2Si | the ωB97M-V functional and the def2-TZVPD basis

Values from the calculation:
SMILES: CO[Si](Br)(OC)C1CC1
Energy relative to the best compared isomer or geometry (same formula, charge and spin): 0.0 kcal per mole

Cartesian coordinates (Å):
1 C 2.83007 0.91678 -0.59145
2 O 1.69864 0.16249 -0.93619
3 Si 0.11946 0.52851 -0.81510
4 Br -0.24672 3.20167 -1.41516
5 O -0.49278 -0.45638 -1.93327
6 C -1.83552 -0.33297 -2.36998
7 C -0.56361 0.50749 1.08127
8 C -1.11900 -0.89370 1.36792
9 C 0.22787 -0.54924 1.87346
10 H 2.64638 2.09208 -0.79208
11 H 3.59182 0.44842 -1.15178
12 H 2.94873 0.81777 0.42130
13 H -2.51365 0.23088 -1.70045
14 H -2.37619 -1.38709 -2.42094
15 H -1.96761 0.06652 -3.32426
16 H -1.06105 1.39399 1.36636
17 H -1.16810 -1.63707 0.65049
18 H -1.78838 -1.01556 2.08135
19 H 0.33594 -0.24193 2.97444
20 H 1.07963 -1.00980 1.54568

No. 4
C5H10O2 | the ωB97M-V functional and the def2-TZVPD basis

Values from the calculation:
SMILES: COC[C@H]1C[C@H]1O
Energy relative to the best compared isomer or geometry (same formula, charge and spin): 77.0 kcal per mole

Cartesian coordinates (Å):
1 C 2.40252 -0.30535 0.72796
2 O 1.00778 -0.14484 0.58003
3 C 0.56921 -0.31948 -0.76788
4 C -0.90420 0.03650 -0.92401
5 C -1.97786 -0.61779 -0.09557
6 C -1.73215 0.84042 0.09025
7 O -1.14315 1.43065 1.18541
8 H 2.72163 -1.33045 0.48674
9 H 2.65058 -0.09586 1.77122
10 H 2.95794 0.39194 0.08226
11 H 1.17270 0.31970 -1.42622
12 H 0.79439 -1.36286 -1.06226
13 H -1.21545 0.73236 -1.70253
14 H -2.89074 -0.98049 -0.55757
15 H -1.64938 -1.18608 0.76882
16 H -2.54533 1.45455 -0.31307
17 H -0.21849 1.13708 1.15641

No. 5
O4S2 | the ωB97M-V functional and the def2-TZVPD basis

Values from the calculation:
SMILES: O=[S@]12=[S@@](=O)(O1)O2
Energy relative to the best compared isomer or geometry (same formula, charge and spin): 27.6 kcal per mole

Cartesian coordinates (Å):
1 O 1.12261 -0.62775 1.91079
2 S 0.41879 0.19975 1.00242
3 S -0.53939 -0.18198 -1.17924
4 O -1.01294 1.09266 -1.59911
5 O 1.04886 0.00515 -0.48460
6 O -1.03793 -0.48782 0.34974

What did we get for total energy? Answer: -50973.059 -11949.705 -87378.692 -9439.704 -29858.334 eV, in the order shown.
What did we get for highest occupied orbital energy? Answer: -8.3 -8.9 -9.6 -8.8 -10.8 eV, in the order shown.